Entry from OMol25: the molecule C2H5NO at a distorted geometry (ωB97M-V/def2-TZVPD).

CARTESIAN COORDINATES (ANGSTROEM)
C 0.219 1.263 -0.073
C -0.507 -0.970 -0.026
N 0.574 0.031 -0.014
O 1.738 -0.403 0.084
H 1.082 2.180 0.206
H -0.805 1.560 -0.134
H -1.264 -0.728 -0.771
H -0.070 -1.945 -0.235
H -0.967 -0.989 0.962

Kohn-Sham gap = 9.79 eV
Energy relative to the best compared isomer or geometry (same formula, charge and spin) = 358.7 kJ/mol
Multiplicity = 1
E = -209.0857 hartree


Entry from OMol25: a 2-piece molecular cluster, C4H12S2 overall at a distorted geometry (ωB97M-V/def2-TZVPD).

CARTESIAN COORDINATES (ANGSTROEM)
C 2.417 -0.737 -1.402
S 2.923 -1.386 0.237
S 2.229 0.152 1.442
H 2.728 0.287 -1.488
H 1.346 -0.843 -1.596
H 2.916 -1.392 -2.159
H 1.207 -0.533 1.977
C -1.214 1.690 0.153
C -1.001 0.199 -0.157
C -1.912 -0.692 0.694
H -2.303 1.783 -0.003
H -0.582 2.323 -0.468
H -1.154 1.817 1.241
H 0.063 -0.031 -0.045
H -1.308 0.094 -1.224
H -2.482 -0.060 1.384
H -2.583 -1.317 0.098
H -1.289 -1.354 1.316

Kohn-Sham gap = 9.54 eV
Energy relative to the best compared isomer or geometry (same formula, charge and spin) = 41.9 kJ/mol
Multiplicity = 1
E = -955.9485 hartree


Entry from OMol25: an isolated ion of composition C5H8N3O and charge +1 at a distorted geometry (ωB97M-V/def2-TZVPD).

CARTESIAN COORDINATES (ANGSTROEM)
C 1.514 -2.075 -0.581
C 0.398 -1.855 -1.341
C 1.942 -1.100 0.368
C -0.750 1.265 -0.046
C 0.125 -0.009 -0.164
N 1.200 -0.043 0.551
N -1.007 1.792 1.385
N -0.375 -0.837 -1.135
O -2.070 1.141 -0.438
H 2.139 -3.036 -0.671
H 0.188 -2.669 -2.126
H 2.772 -1.156 0.966
H -0.350 2.094 -0.535
H -1.892 2.332 1.068
H -1.436 1.197 2.090
H -0.182 2.335 1.815
H -2.215 0.623 -1.206

Charge = +1
Kohn-Sham gap = 10.58 eV
Energy relative to the best compared isomer or geometry (same formula, charge and spin) = 113.8 kJ/mol
Multiplicity = 1
E = -434.5527 hartree


Entry from OMol25: a 10-piece molecular cluster, C52H97F6I2N3O13P overall at a distorted geometry (ωB97M-V/def2-TZVPD).

CARTESIAN COORDINATES (ANGSTROEM)
C 4.302 -4.170 1.386
C 3.864 -2.789 0.550
O 3.024 -3.061 -0.624
P 1.304 -2.956 -0.215
O 1.216 -3.265 1.366
C 0.787 -1.117 -0.595
C 0.691 -0.764 -2.174
C -0.104 0.564 -2.636
C 0.068 0.476 -4.288
N -0.623 -0.727 -4.917
C 0.700 1.945 -2.277
C -0.270 3.172 -1.681
C -0.554 4.048 -3.057
N -0.828 5.541 -2.769
C -0.326 6.340 -3.984
C 0.384 4.313 -0.715
I -0.561 5.263 1.076
C 1.756 4.935 -0.931
C 2.394 6.092 0.099
I 3.077 4.477 -2.595
C -1.524 2.202 -1.109
C -2.793 3.245 -1.298
C -4.124 3.033 -0.402
C -4.882 1.603 -0.440
C -6.156 1.682 0.642
F -6.797 0.316 0.562
F -5.681 1.853 2.059
C -7.301 2.776 0.222
F -7.017 4.173 0.633
F -7.617 2.606 -1.220
F -8.561 2.385 0.960
C -1.622 1.830 0.449
C -0.022 1.590 1.191
C -0.049 0.575 2.603
O 0.157 2.207 2.619
N -1.465 0.974 -2.062
C -2.282 -0.258 -1.773
F -2.088 1.278 -3.265
O 0.500 -4.131 -1.202
C -0.948 -3.929 -1.296
C -1.719 -3.625 0.116
H 3.403 -4.928 1.505
H 4.576 -3.833 2.495
H 5.188 -4.747 0.882
H 3.459 -1.941 1.262
H 4.898 -2.369 0.126
H 1.691 -0.476 -0.150
H -0.171 -0.940 0.047
H 1.819 -0.635 -2.550
H 0.333 -1.770 -2.710
H -0.128 1.484 -4.848
H 1.234 0.265 -4.444
H 0.081 -1.128 -5.603
H -1.386 -0.345 -5.535
H 1.252 2.156 -3.316
H 1.667 1.889 -1.577
H 0.348 4.060 -3.816
H -1.473 3.697 -3.687
H -1.884 5.635 -2.847
H -0.978 7.325 -4.138
H 0.808 6.627 -3.790
H -0.470 5.710 -4.982
H 1.694 7.055 0.010
H 2.473 5.713 1.209
H 3.463 6.444 -0.217
H -2.459 4.371 -1.071
H -3.191 3.334 -2.420
H -4.916 3.837 -0.798
H -3.995 3.325 0.750
H -5.249 1.307 -1.531
H -4.189 0.735 -0.003
H -1.988 2.638 1.207
H -2.135 0.834 0.762
H 0.972 1.492 0.433
H -0.968 0.634 3.325
H 0.992 0.214 3.038
H -3.401 0.004 -2.097
H -2.187 -0.729 -0.720
H -2.005 -1.127 -2.546
H -1.400 -4.958 -1.701
H -1.262 -3.127 -2.113
H -1.562 -4.470 0.910
H -1.490 -2.585 0.601
H -2.888 -3.616 -0.128
C -7.185 4.205 4.347
C -6.526 4.210 5.700
O -5.845 5.164 6.076
C -6.731 3.004 6.576
H -6.950 5.139 3.825
H -6.808 3.369 3.753
H -8.269 4.132 4.462
H -6.334 2.113 6.082
H -7.795 2.877 6.791
H -6.197 3.147 7.522
C -4.399 -7.344 1.432
C -4.671 -5.883 1.671
O -4.184 -5.016 0.946
C -5.562 -5.523 2.830
H -3.742 -7.454 0.563
H -3.902 -7.776 2.304
H -5.337 -7.868 1.230
H -5.116 -5.874 3.764
H -6.551 -5.966 2.690
H -5.669 -4.434 2.880
C 4.475 -6.784 -2.098
C 5.713 -6.774 -1.243
O 6.006 -5.798 -0.555
C 6.579 -8.005 -1.261
H 3.948 -5.831 -1.985
H 4.750 -6.909 -3.149
H 3.810 -7.591 -1.780
H 6.948 -8.185 -2.274
H 6.008 -8.867 -0.906
H 7.437 -7.856 -0.597
C 3.458 6.455 -8.280
C 3.183 6.533 -6.802
O 2.106 6.169 -6.333
C 4.277 7.072 -5.921
H 2.580 6.046 -8.792
H 3.659 7.454 -8.674
H 4.309 5.795 -8.466
H 4.514 8.099 -6.209
H 5.165 6.440 -6.001
H 3.938 7.070 -4.879
C 5.725 6.421 3.011
C 6.161 7.190 1.792
O 5.806 6.852 0.664
C 7.047 8.387 2.007
H 5.089 5.584 2.704
H 6.599 6.024 3.532
H 5.149 7.072 3.675
H 7.981 8.077 2.484
H 6.531 9.125 2.626
H 7.282 8.843 1.040
C -0.565 -7.963 -3.745
C 0.779 -8.276 -3.143
O 1.753 -8.528 -3.850
C 0.884 -8.269 -1.641
H -0.491 -8.004 -4.837
H -1.301 -8.700 -3.416
H -0.877 -6.957 -3.454
H 0.213 -9.020 -1.218
H 0.636 -7.276 -1.256
H 1.911 -8.512 -1.348
C -3.385 -10.761 5.165
C -2.850 -9.453 4.646
O -3.568 -8.670 4.026
C -1.402 -9.140 4.914
H -4.443 -10.852 4.897
H -2.837 -11.592 4.714
H -3.295 -10.793 6.254
H -0.766 -9.899 4.452
H -1.224 -9.100 5.992
H -1.155 -8.165 4.482
C -1.294 2.217 6.198
C -2.080 3.040 7.184
O -1.657 3.254 8.318
C -3.405 3.591 6.727
H -0.360 1.886 6.665
H -1.871 1.336 5.907
H -1.051 2.821 5.320
H -4.075 2.770 6.459
H -3.256 4.256 5.872
H -3.860 4.164 7.542
C 6.931 0.812 -2.272
C 6.700 2.295 -2.383
O 6.189 2.788 -3.387
C 7.120 3.152 -1.219
H 6.580 0.320 -3.185
H 7.998 0.609 -2.154
H 6.372 0.412 -1.422
H 8.196 3.054 -1.054
H 6.569 2.856 -0.322
H 6.893 4.201 -1.439

Charge = +1
Kohn-Sham gap = 7.90 eV
Multiplicity = 1
E = -4716.9004 hartree


Entry from OMol25: C10H25BrN2S4V as an isolated structure (ωB97M-V/def2-TZVPD).

CARTESIAN COORDINATES (ANGSTROEM)
V 0.304 -0.599 -0.621
C 2.272 0.576 1.817
C 2.625 -0.917 1.792
S 2.403 -1.515 0.085
C 1.984 -3.275 0.241
C 1.421 -3.766 -1.101
S 0.175 -2.670 -1.893
C -1.413 -3.326 -1.271
C -1.696 -3.087 0.218
S -1.627 -1.309 0.584
C -0.944 -1.257 2.271
C -0.456 0.179 2.548
S 0.580 0.963 1.237
H 2.919 1.132 1.139
H 2.397 0.993 2.814
H 1.980 -1.497 2.451
H 3.659 -1.072 2.091
H 1.259 -3.378 1.044
H 2.880 -3.832 0.503
H 0.975 -4.751 -0.982
H 2.214 -3.850 -1.838
H -1.431 -4.392 -1.487
H -2.159 -2.845 -1.900
H -0.972 -3.599 0.850
H -2.689 -3.448 0.471
H -0.130 -1.977 2.334
H -1.715 -1.540 2.987
H 0.117 0.206 3.473
H -1.305 0.849 2.659
N -1.718 3.813 -2.855
C -1.454 4.710 -1.647
C -0.878 3.919 -0.484
N 0.523 3.525 -0.609
H -1.991 4.356 -3.673
H -2.447 3.127 -2.658
H -0.895 3.257 -3.095
H -2.410 5.168 -1.399
H -0.767 5.484 -1.981
H -1.488 3.026 -0.323
H -0.985 4.543 0.403
H 1.148 4.313 -0.504
H 0.741 3.044 -1.471
Br -1.003 0.721 -2.221

Charge = +2
Kohn-Sham gap (alpha / beta) = 8.43 / 9.42 eV
Energy relative to the best compared isomer or geometry (same formula, charge and spin) = 43.4 kJ/mol
Multiplicity = 4
E = -5615.8671 hartree


Entry from OMol25: the molecule C15H12Br2N2O at a distorted geometry (ωB97M-V/def2-TZVPD).

CARTESIAN COORDINATES (ANGSTROEM)
Br -0.579 4.918 -3.715
Br 1.309 4.529 -1.014
N 0.795 1.756 0.233
N -0.903 -0.294 -0.606
O -2.240 -0.065 -3.000
C -1.349 2.172 -3.285
C -0.576 3.255 -2.784
C 1.448 -0.882 2.815
C 0.501 -1.853 2.408
C 1.532 0.322 2.054
C -0.299 -1.582 1.260
C 0.154 3.065 -1.614
C -1.440 0.954 -2.587
C 0.712 0.605 0.933
C -0.204 -0.403 0.526
C 0.058 1.888 -0.887
C -0.755 0.842 -1.329
C -2.199 -0.384 -4.396
C 2.366 -1.174 4.019
C 0.298 -3.125 3.166
H -1.910 2.367 -4.191
H 2.222 1.115 2.337
H -0.992 -2.353 0.963
H -2.717 0.350 -5.011
H -1.151 -0.441 -4.734
H -2.698 -1.348 -4.548
H 1.765 -1.631 4.826
H 2.889 -0.271 4.427
H 3.104 -1.897 3.660
H -0.382 -3.825 2.676
H 1.237 -3.657 3.192
H 0.001 -2.951 4.205

Kohn-Sham gap = 6.80 eV
Multiplicity = 1
E = -5911.5569 hartree


Entry from OMol25: the molecule C20H20Cl2N2O2S at a distorted geometry (ωB97M-V/def2-TZVPD).

CARTESIAN COORDINATES (ANGSTROEM)
O -2.980 4.248 1.007
Cl 2.580 0.476 -4.274
Cl -1.595 3.090 -2.479
N 0.383 1.576 -3.264
O -3.981 2.473 0.038
S 0.122 -2.989 -0.878
C -2.934 3.124 0.559
C 1.278 0.619 -3.155
C -0.535 1.700 -2.274
C 4.502 -4.133 -0.371
C 3.937 -4.012 -1.636
C 3.698 -4.031 0.790
C 2.575 -3.756 -1.764
C 2.297 -3.708 0.676
C 1.239 -0.330 -2.137
C 1.779 -3.556 -0.631
C 0.265 -0.252 -1.161
C -0.587 0.831 -1.166
N -1.662 2.473 0.481
C -5.254 3.020 0.427
C -0.492 3.063 1.075
C -0.099 2.268 2.368
C 0.135 0.818 1.969
C -0.914 -1.212 0.919
C 0.221 -1.322 -0.098
C -1.550 1.049 0.033
C -1.125 0.243 1.301
H 5.571 -4.291 -0.243
H 4.593 -4.105 -2.531
H 4.130 -4.132 1.795
H 2.204 -3.630 -2.759
H 1.704 -3.574 1.599
H 1.999 -1.122 -2.123
H -5.514 2.556 1.375
H -6.026 2.805 -0.302
H -5.238 4.091 0.533
H 0.341 3.098 0.367
H -0.624 4.122 1.303
H -0.944 2.346 3.081
H 0.836 2.646 2.821
H 1.027 0.791 1.335
H 0.416 0.249 2.891
H -0.664 -1.803 1.797
H -1.842 -1.585 0.500
H 1.194 -1.227 0.417
H -2.522 0.635 -0.255
H -1.944 0.357 2.045

Kohn-Sham gap = 9.12 eV
Energy relative to the best compared isomer or geometry (same formula, charge and spin) = 0.0 kJ/mol
Multiplicity = 1
E = -2352.7140 hartree


Entry from OMol25: C30H43As3N6Pt as an isolated structure at a distorted geometry (ωB97M-V/def2-TZVPD).

CARTESIAN COORDINATES (ANGSTROEM)
Pt 1.408 0.040 0.211
C -0.482 -2.697 2.518
As -0.644 -1.780 0.798
C -0.949 -3.423 -0.251
C -2.479 -1.052 1.090
C -3.204 -0.132 0.098
C -4.440 0.410 0.842
C -2.388 1.105 -0.328
As -0.634 0.994 -1.278
C -0.697 2.716 -2.224
C -0.862 -0.159 -2.839
C -3.668 -0.896 -1.149
As -5.455 -1.840 -1.090
C -5.836 -1.808 -3.017
C -4.943 -3.732 -0.888
H -1.233 -3.486 2.588
H -0.611 -2.022 3.361
H 0.506 -3.153 2.585
H -1.835 -3.932 0.129
H -0.083 -4.069 -0.096
H -1.060 -3.258 -1.322
H -2.392 -0.528 2.049
H -3.118 -1.929 1.259
H -4.153 1.074 1.655
H -5.014 -0.415 1.268
H -5.092 0.957 0.161
H -2.168 1.711 0.559
H -3.032 1.715 -0.973
H 0.179 2.807 -2.868
H -0.697 3.552 -1.524
H -1.595 2.778 -2.844
H 0.031 -0.027 -3.454
H -1.739 0.116 -3.428
H -0.927 -1.208 -2.558
H -2.919 -1.632 -1.452
H -3.801 -0.180 -1.964
H -6.064 -0.797 -3.351
H -6.701 -2.433 -3.228
H -4.981 -2.190 -3.576
H -4.632 -3.959 0.129
H -4.144 -3.983 -1.585
H -5.812 -4.346 -1.115
N 3.280 1.697 0.417
C 3.944 2.144 -0.745
C 4.180 3.500 -0.951
C 4.935 3.923 -2.029
C 5.466 2.995 -2.919
C 5.193 1.649 -2.753
C 4.411 1.209 -1.688
C 4.027 -0.206 -1.605
C 4.977 -1.216 -1.793
C 4.599 -2.547 -1.809
C 3.261 -2.897 -1.715
C 2.297 -1.903 -1.582
C 2.688 -0.577 -1.430
H 3.027 2.472 1.023
H 3.833 1.018 0.936
H 3.806 4.219 -0.237
H 5.135 4.975 -2.162
H 6.084 3.325 -3.740
H 5.553 0.927 -3.471
H 6.016 -0.944 -1.902
H 5.345 -3.316 -1.943
H 2.950 -3.929 -1.774
H 1.244 -2.169 -1.637
N -1.448 3.484 4.866
C -0.794 2.829 3.902
C -0.343 1.509 4.085
C 0.313 0.868 3.066
N 0.542 1.427 1.875
C 0.118 2.679 1.681
C -0.544 3.407 2.639
H -1.570 3.070 5.775
H -1.731 4.441 4.745
H -0.494 1.014 5.030
H 0.684 -0.139 3.201
H 0.323 3.104 0.703
H -0.878 4.410 2.434
N 4.371 -1.299 5.894
C 4.146 -1.086 4.782
N 3.874 -0.745 3.580
C 3.105 -1.028 2.653
N 2.435 -1.206 1.699

Charge = +2
Kohn-Sham gap (alpha / beta) = 4.56 / 4.56 eV
Energy relative to the best compared isomer or geometry (same formula, charge and spin) = 285.3 kJ/mol
Multiplicity = 1
E = -8323.4770 hartree


Entry from OMol25: a 2-piece molecular cluster, C6H11N2O2S2 overall at a distorted geometry (ωB97M-V/def2-TZVPD).

CARTESIAN COORDINATES (ANGSTROEM)
C -1.799 0.960 -0.107
C -3.124 1.714 0.070
C -3.792 0.398 -0.222
C 2.542 -0.435 0.846
C 4.074 -0.643 0.738
C 3.056 0.797 -1.068
N -2.489 -0.148 -0.520
N 2.101 0.404 -0.291
O -0.575 1.138 -0.107
O -1.952 -2.661 0.122
S 4.630 0.347 -0.764
S -2.048 -1.689 -1.170
H -3.418 2.097 1.076
H -3.257 2.535 -0.666
H -4.186 -0.160 0.596
H -4.509 0.282 -1.042
H 1.980 -1.288 0.758
H 2.459 0.067 1.870
H 4.635 -0.467 1.567
H 4.339 -1.707 0.603
H 2.682 1.392 -1.991
H 1.141 0.497 -0.288
H -2.491 -3.429 -0.008

Charge = +1
Kohn-Sham gap = 8.37 eV
Energy relative to the best compared isomer or geometry (same formula, charge and spin) = 110.8 kJ/mol
Multiplicity = 1
E = -1291.2905 hartree


Entry from OMol25: a 14-piece molecular cluster, H28O14 overall at a distorted geometry (ωB97M-V/def2-TZVPD).

CARTESIAN COORDINATES (ANGSTROEM)
O 0.004 -2.445 0.552
H -0.573 -2.202 -0.159
H -0.348 -2.037 1.429
O 2.212 -1.213 -1.925
H 2.413 -0.489 -2.589
H 1.418 -0.979 -1.483
O -2.227 0.687 0.147
H -2.700 0.520 -0.695
H -2.613 0.072 0.772
O -0.691 2.750 -1.425
H -1.649 2.762 -1.541
H -0.544 2.779 -0.466
O -0.377 0.190 -2.802
H -0.420 0.739 -1.965
H -0.758 0.723 -3.494
O 2.314 1.810 -1.202
H 1.826 1.033 -0.811
H 2.060 2.554 -0.619
O -2.906 3.105 0.765
H -2.706 2.186 0.505
H -3.606 3.387 0.089
O 0.783 -4.863 -0.286
H 0.961 -5.405 0.496
H 0.519 -3.967 0.076
O 1.313 0.750 2.464
H 2.202 0.822 2.104
H 0.902 0.182 1.863
O -1.447 -1.716 -1.492
H -2.400 -1.642 -1.255
H -1.236 -0.940 -2.029
O 0.045 2.799 1.316
H 0.491 2.169 1.777
H -0.108 3.626 1.847
O 3.504 -1.451 0.525
H 3.248 -2.167 1.089
H 3.001 -1.612 -0.283
O 0.459 -0.034 0.006
H -0.424 0.319 0.071
H 0.406 -0.984 0.214
O -0.837 -0.916 2.549
H -0.210 -0.844 3.342
H -1.303 -0.059 2.525

Kohn-Sham gap = 9.34 eV
Energy relative to the best compared isomer or geometry (same formula, charge and spin) = 191.4 kJ/mol
Multiplicity = 1
E = -1070.1281 hartree